The ion C2H5N2 with charge +1. Source: the Open Molecules 2025 dataset; level of theory: wB97M-V/def2-TZVPD.

Spin multiplicity = 1
Net charge = +1
Energy relative to the best compared isomer or geometry (same formula, charge and spin) = 4.207 eV

Each line ends with the Löwdin charge.
Element x y z (Å)
C  -1.027  0.638  0.551  0.1058
C  0.356  0.343  0.633  -0.1576
N  0.965  -1.054  -0.352  0.1988
N  0.730  -1.153  -1.461  0.2805
H  -1.670  -0.180  0.996  0.1091
H  0.560  -0.043  1.680  0.1339
H  -1.474  1.479  -0.040  0.1017
H  1.174  0.978  0.319  0.0983
H  0.385  -1.006  -2.326  0.1296

---

A cluster of 2 separate species, C2H5N2 in total. Source: the Open Molecules 2025 dataset; level of theory: wB97M-V/def2-TZVPD.

Spin multiplicity = 1
Net charge = +1
Energy relative to the best compared isomer or geometry (same formula, charge and spin) = 3.730 eV

Each line ends with the Löwdin charge.
Element x y z (Å)
C  1.430  -0.265  -0.166  0.0551
C  0.408  0.597  0.049  -0.1457
N  -1.683  0.484  -0.199  0.2692
N  -2.233  -0.460  -0.052  0.3137
H  2.065  -0.372  -1.023  0.0758
H  0.363  1.283  -0.697  0.0301
H  1.875  -0.799  0.687  0.0814
H  -0.028  0.913  1.123  0.1458
H  -2.198  -1.380  0.278  0.1745

---

The ion C2H5N2 with charge +1. Source: the Open Molecules 2025 dataset; level of theory: wB97M-V/def2-TZVPD.

Spin multiplicity = 3
Net charge = +1
Energy relative to the best compared isomer or geometry (same formula, charge and spin) = 2.408 eV

Each line ends with the Mulliken spin population.
Element x y z (Å)
C  0.076  0.163  0.079  0.5964
C  -0.868  -0.936  -0.008  -0.0250
N  0.508  -0.760  -0.681  0.6406
N  0.352  1.622  0.548  0.7615
H  -0.941  -1.809  0.580  0.0287
H  -1.559  -1.063  -0.886  0.0468
H  1.355  -1.289  -0.991  0.0038
H  -0.191  2.321  1.109  -0.0266
H  1.267  1.751  0.250  -0.0263

---

Q: energy relative to the best compared isomer or geometry (same formula, charge and spin) of number 1 (C2H5N2)?
A: 4.207 eV

---

Q: Which formula does entry 3 have?
A: C2H5N2

---

Q: Look up the spin multiplicity of the third one.
A: 3